Entry from the OMol25 dataset: a molecular structure, C7H19BrCa2Cl3FGaN3NaO12SV (ωB97M-V with the def2-TZVPD basis set).

Values from the calculation:
HOMO-LUMO gap: 0.06997 hartree
Total energy: -277101.501 eV
Multiplicity: 1
Net charge: +2
LUMO energy: -0.3571 Ha

Geometry (Å):
1 C 3.420 -2.559 1.591
2 C 2.949 -1.691 0.479
3 F 3.857 -0.751 0.235
4 Ga 1.106 -0.778 1.154
5 C 1.172 1.196 0.601
6 C 2.171 2.011 1.323
7 O 3.342 1.988 1.063
8 O 1.704 2.827 2.314
9 C -0.510 -1.594 0.207
10 S -1.894 -1.565 1.280
11 O -3.098 -1.071 0.560
12 O -2.044 -2.915 1.761
13 H 4.395 -2.977 1.318
14 H 2.701 -3.343 1.824
15 H 3.548 -1.956 2.493
16 H 2.742 -2.191 -0.480
17 H 0.982 -1.003 2.719
18 H 1.333 1.207 -0.473
19 H 0.141 1.510 0.815
20 H 1.187 2.310 2.952
21 H -0.679 -0.936 -0.647
22 H -0.352 -2.615 -0.137
23 H -1.657 -0.701 2.421
24 O -2.656 -0.643 -4.612
25 V -1.095 -0.739 -3.701
26 O 0.258 -0.844 -2.870
27 O -2.950 -3.969 -3.122
28 H -3.640 -4.640 -3.231
29 H -2.999 -3.770 -2.175
30 N -1.593 2.842 3.526
31 O -2.078 3.508 4.444
32 O -0.746 1.887 3.879
33 O -1.851 2.982 2.361
34 Na -3.622 -2.405 -4.902
35 C -0.073 4.070 -1.229
36 O -0.515 2.939 -1.006
37 N 0.130 4.546 -2.489
38 N 0.245 4.910 -0.219
39 H 0.492 5.461 -2.680
40 H -0.086 3.942 -3.257
41 H 0.106 4.579 0.720
42 H 0.611 5.834 -0.359
43 Ca -3.847 -0.010 -2.333
44 Br -2.452 -1.107 4.126
45 O -4.409 2.505 3.086
46 H -4.318 2.000 2.264
47 Ca -1.558 1.095 5.503
48 C 2.360 -3.798 -3.465
49 Cl 2.227 -3.933 -1.697
50 Cl 3.976 -3.309 -3.925
51 Cl 1.896 -5.311 -4.233
52 H 1.668 -3.027 -3.777

For reference, the Mulliken charges in units of e are:
1. C -1.218
2. C 1.204
3. F -0.191
4. Ga -0.191
5. C 0.164
6. C -0.042
7. O -0.503
8. O -0.474
9. C -0.312
10. S 1.018
11. O -0.720
12. O -0.625
13. H 0.393
14. H 0.378
15. H 0.374
16. H -0.421
17. H -0.151
18. H 0.593
19. H 0.059
20. H 0.240
21. H -0.147
22. H 0.582
23. H 0.124
24. O -1.390
25. V 1.545
26. O -0.738
27. O -0.672
28. H 0.363
29. H 0.332
30. N 1.315
31. O -0.650
32. O -0.456
33. O -0.499
34. Na 1.001
35. C 0.711
36. O -0.585
37. N -0.421
38. N -0.343
39. H 0.156
40. H 0.182
41. H 0.194
42. H 0.183
43. Ca 1.457
44. Br -0.640
45. O -0.498
46. H 0.237
47. Ca 1.105
48. C 0.370
49. Cl -0.143
50. Cl -0.097
51. Cl -0.112
52. H -0.042